A molecular structure, C7H22ClGdI2OP2 at a distorted geometry. Source: OMol25; level of theory: ωB97M-V with the def2-TZVPD basis set.

Last column: Mulliken charge in e.
Atoms and positions in Å:
I 0.294 1.788 -4.807  0.06
I -0.290 3.666 -2.881  -0.06
Gd 0.049 0.012 -0.354  0.85
P -2.546 -0.301 -0.155  0.56
C -3.334 0.866 0.989  -1.06
C -3.040 0.090 -1.880  -1.02
H -4.150 -0.075 -1.894  0.42
H -4.159 -2.035 0.082  0.40
H -2.498 -0.599 -2.572  0.37
H -2.499 -2.710 -0.439  0.33
H -3.036 1.914 0.728  0.30
H -2.733 1.136 -2.126  0.30
C -3.047 -2.010 0.237  -1.01
H -4.436 0.702 0.825  0.40
H -2.758 -2.228 1.288  0.33
H -3.035 0.625 2.045  0.30
P 2.632 -0.281 -0.151  0.54
C 3.379 0.897 0.998  -1.00
C 3.117 -1.990 0.241  -0.99
H 2.555 -0.567 -2.571  0.36
H 4.206 -0.026 -1.886  0.42
H 2.772 1.164 -2.122  0.34
C 3.093 0.123 -1.878  -1.03
H 2.572 -2.687 -0.439  0.34
H 4.229 -1.994 0.085  0.40
H 4.491 0.748 0.843  0.41
H 3.050 0.656 2.042  0.32
H 2.827 -2.203 1.293  0.35
H 3.044 1.928 0.739  0.34
Cl 0.036 -2.006 -1.836  -0.42
C -0.014 0.616 2.840  -0.71
O -0.001 1.439 1.653  -0.43
H 0.894 0.057 2.887  0.29
H -0.855 -0.029 2.894  0.33
H -0.043 1.289 3.729  0.35
H -0.765 2.024 1.554  0.32

Output
Total energy in hartree: -2858.539349
Net charge: +2
LUMO (alpha / beta) in eV: -9.1 / -7.5
2S+1: 8
<S²>: 16.057
Kohn-Sham gap (alpha / beta) in hartree: 0.21119 / 0.27697
Energy relative to the best compared isomer or geometry (same formula, charge and spin) in kcal/mol: 0.0

7 unconnected molecules or ions with the total composition C42H85N7O4 at a distorted geometry. Source: OMol25; level of theory: ωB97M-V with the def2-TZVPD basis set.

Last column: Mulliken charge in e.
Atoms and positions in Å:
C 9.982 17.870 18.900  -2.29
C 10.516 19.342 18.813  1.77
C 9.302 20.204 18.347  -1.44
C 10.969 19.780 20.156  -1.33
C 11.830 21.096 20.144  -0.66
C 12.980 20.966 19.139  -1.27
C 12.564 20.455 17.708  1.93
C 11.954 21.610 16.879  -1.54
C 13.759 19.894 16.948  -2.04
N 11.656 19.273 17.911  0.20
O 11.205 18.887 16.631  0.25
H 10.782 17.120 18.929  0.43
H 9.393 17.724 19.778  0.61
H 9.360 17.735 18.019  0.21
H 9.611 21.243 18.199  0.32
H 8.980 19.792 17.438  0.15
H 8.501 20.107 19.079  0.45
H 10.030 19.857 20.686  0.44
H 11.590 18.987 20.575  0.40
H 11.172 21.937 19.768  0.26
H 12.152 21.221 21.181  0.45
H 13.661 20.189 19.465  0.41
H 13.463 21.933 18.916  0.40
H 12.752 22.135 16.309  0.43
H 11.284 22.209 17.480  0.37
H 11.320 21.149 16.090  0.20
H 14.215 19.156 17.576  0.51
H 14.483 20.671 16.731  0.60
H 13.459 19.333 16.036  -0.20
H 11.568 18.018 16.566  0.20
C 9.251 16.665 10.345  -1.70
C 10.389 17.625 10.191  1.63
C 11.049 17.297 8.841  -1.77
C 9.878 19.021 10.135  -1.25
C 10.930 20.105 10.392  -0.84
C 11.667 19.846 11.684  -1.60
C 12.305 18.516 11.750  2.60
C 13.580 18.421 10.867  -1.98
C 12.624 18.268 13.203  -1.93
N 11.164 17.543 11.455  0.76
O 11.848 16.244 11.486  -0.58
H 8.867 16.785 11.375  0.19
H 8.349 17.004 9.724  0.33
H 9.516 15.610 10.143  0.36
H 10.347 17.228 7.979  0.40
H 11.758 18.095 8.667  0.39
H 11.559 16.340 8.812  0.36
H 9.439 19.200 9.135  0.34
H 9.054 19.096 10.829  0.30
H 11.627 20.163 9.571  0.42
H 10.393 21.075 10.562  0.41
H 10.937 19.910 12.443  0.35
H 12.291 20.707 11.881  0.55
H 13.382 18.862 9.920  0.38
H 13.807 17.375 10.735  0.43
H 14.398 18.930 11.330  0.46
H 13.351 17.433 13.432  0.15
H 11.678 17.916 13.665  0.10
H 13.002 19.168 13.698  0.35
H 11.493 15.808 12.276  0.23
C 10.642 10.441 16.873  -1.41
C 10.535 10.461 18.446  1.62
C 9.932 9.059 18.753  -2.03
C 11.837 10.598 19.129  -1.16
C 12.364 12.047 19.086  -0.14
C 11.336 13.054 19.723  -0.97
C 9.921 12.856 19.129  1.91
C 8.892 13.502 20.037  -1.85
C 9.827 13.520 17.750  -1.16
N 9.641 11.440 19.132  0.09
O 8.339 11.277 18.586  -0.49
H 10.765 9.417 16.541  0.51
H 9.671 10.680 16.434  0.30
H 11.467 11.090 16.512  0.19
H 9.666 8.911 19.806  0.42
H 9.007 8.924 18.118  0.34
H 10.625 8.287 18.472  0.50
H 11.774 10.432 20.264  0.28
H 12.510 9.830 18.637  0.32
H 13.215 12.107 19.651  0.63
H 12.565 12.383 18.046  -0.33
H 11.575 14.126 19.600  0.27
H 11.330 12.928 20.894  0.30
H 8.854 14.580 19.851  0.22
H 8.953 13.041 21.079  0.44
H 7.873 13.180 19.802  0.40
H 10.086 14.623 17.748  0.02
H 8.789 13.450 17.277  0.39
H 10.445 13.091 16.924  0.01
H 8.309 11.496 17.629  0.35
C 18.536 16.251 13.229  -1.39
C 19.382 17.105 14.251  1.48
C 20.851 17.097 13.947  -1.83
C 18.837 18.580 14.097  -1.40
C 17.385 18.718 14.580  -0.14
C 17.375 18.321 16.070  -1.20
C 17.850 16.887 16.303  2.39
C 18.098 16.772 17.770  -2.46
C 16.719 15.930 15.808  -1.80
N 19.155 16.682 15.671  -0.07
O 19.439 15.267 15.659  -0.48
H 17.511 16.575 13.247  0.30
H 18.536 15.147 13.402  0.25
H 18.916 16.372 12.211  0.39
H 21.289 16.128 14.022  0.43
H 21.357 17.902 14.455  0.39
H 20.976 17.378 12.885  0.37
H 19.554 19.159 14.712  0.37
H 18.890 18.859 13.048  0.42
H 16.641 18.232 13.935  0.09
H 17.121 19.799 14.526  0.38
H 16.426 18.446 16.571  0.11
H 18.057 19.015 16.611  0.36
H 18.975 17.246 18.079  0.58
H 17.286 17.094 18.381  0.39
H 18.207 15.713 17.990  0.50
H 16.528 16.233 14.807  0.28
H 16.977 14.917 15.926  0.48
H 15.810 16.059 16.378  0.46
H 20.076 15.234 16.387  0.36
C 7.880 17.616 14.353  -0.30
C 8.873 16.530 14.504  0.36
N 9.697 15.707 14.545  -0.21
H 6.831 17.236 14.369  0.37
H 8.162 18.042 13.396  -0.05
H 8.088 18.366 15.110  -0.03
C 9.252 12.543 13.213  -0.47
C 10.766 12.509 12.988  0.46
N 11.893 12.596 12.786  -0.53
H 9.081 11.821 14.002  0.17
H 8.793 12.264 12.304  0.39
H 8.889 13.584 13.399  0.02
C 13.440 14.069 15.428  -0.28
C 12.936 15.366 15.859  0.77
N 12.574 16.434 16.150  -0.77
H 14.440 13.908 15.857  0.18
H 13.476 13.971 14.348  0.38
H 12.834 13.270 15.862  -0.49

Output
Total energy in hartree: -2335.287190
LUMO in eV: 0.4
Kohn-Sham gap in hartree: 0.31456
Energy relative to the best compared isomer or geometry (same formula, charge and spin) in kcal/mol: 30.8

A molecular structure, C46H36F3FeNO2PS5Sb at a distorted geometry. Source: OMol25; level of theory: ωB97M-V with the def2-TZVPD basis set.

Last column: Mulliken charge in e.
Atoms and positions in Å:
Fe 1.956 1.518 0.064  0.64
S 4.436 -0.664 2.804  -0.39
C 3.667 0.602 2.011  0.19
S 4.311 1.297 0.532  -0.54
S 2.075 1.231 2.420  -0.55
S 1.559 6.299 -2.648  -0.56
P 1.244 5.200 -1.067  0.86
S 1.031 3.206 -1.419  -0.42
C -0.285 5.755 -0.179  -0.44
C -0.651 7.100 -0.191  -0.16
C -1.785 7.512 0.487  -0.63
C -2.556 6.611 1.194  -0.50
C -2.202 5.275 1.230  -0.66
C -1.055 4.847 0.543  0.15
C 2.512 5.440 0.219  0.43
C 2.276 6.162 1.389  -0.14
C 3.335 6.575 2.196  -0.81
C 4.620 6.202 1.878  -0.39
C 4.860 5.397 0.774  -0.76
C 3.811 5.016 -0.043  -0.22
H -0.051 7.820 -0.726  0.33
H -2.067 8.549 0.503  0.37
H -3.424 6.928 1.716  0.41
H -2.795 4.555 1.788  0.42
H -0.778 3.796 0.590  0.34
H 1.299 6.525 1.627  0.28
H 3.185 7.150 3.087  0.39
H 5.419 6.498 2.528  0.36
H 5.873 5.028 0.607  0.34
H 4.016 4.333 -0.871  0.36
F -7.572 2.007 -0.107  -0.36
C -6.239 1.809 -0.003  0.49
C -5.384 2.391 -0.896  -0.58
C -4.037 2.089 -0.856  -0.35
C -3.535 1.224 0.128  0.08
C -4.413 0.744 1.078  -0.32
C -5.776 1.022 1.031  -0.71
Sb -1.405 0.675 0.098  0.72
C -1.524 0.088 -1.991  0.89
C -1.561 -1.203 -2.505  -0.48
C -1.529 -1.407 -3.873  -0.64
C -1.420 -0.338 -4.733  0.26
F -1.423 -0.533 -6.070  -0.38
C -1.364 0.963 -4.267  -0.90
C -1.422 1.159 -2.893  -0.86
C -1.793 -1.152 1.116  -0.32
C -1.014 -1.443 2.235  -0.54
C -1.193 -2.598 2.966  -0.24
C -2.165 -3.487 2.533  0.42
F -2.364 -4.597 3.277  -0.48
C -2.906 -3.285 1.397  -0.94
C -2.744 -2.084 0.709  0.09
H -5.793 3.068 -1.655  0.40
H -3.380 2.523 -1.614  0.24
H -4.056 0.071 1.862  0.44
H -6.501 0.567 1.710  0.39
H -1.573 -2.061 -1.848  0.29
H -1.589 -2.432 -4.275  0.38
H -1.270 1.799 -4.954  0.47
H -1.318 2.159 -2.511  0.47
H -0.225 -0.756 2.530  0.14
H -0.570 -2.810 3.811  0.48
H -3.611 -4.029 1.034  0.41
H -3.335 -1.956 -0.201  0.51
C -0.949 -7.075 2.162  -2.20
C 0.120 -6.084 1.828  1.92
C 0.818 -5.481 2.867  -1.06
C 1.737 -4.488 2.562  -0.86
C 2.059 -4.170 1.268  -1.07
C 1.404 -4.806 0.222  0.58
N 1.726 -4.557 -1.113  0.18
C 2.669 -3.629 -1.597  0.01
C 3.738 -4.113 -2.348  -0.66
C 4.699 -3.269 -2.889  -0.55
C 4.607 -1.895 -2.662  -0.93
C 3.574 -1.414 -1.871  -0.90
C 2.566 -2.238 -1.394  0.88
C 1.366 -1.541 -0.777  0.09
O 0.394 -2.222 -0.429  -0.11
O 1.438 -0.267 -0.699  0.00
C 0.436 -5.767 0.482  0.94
C -0.295 -6.411 -0.662  -2.08
H -1.096 -7.175 3.232  0.39
H -0.770 -8.051 1.725  0.48
H -1.903 -6.759 1.777  0.41
H 0.554 -5.756 3.882  0.31
H 2.232 -3.975 3.379  0.45
H 2.793 -3.394 1.082  0.48
H 1.487 -5.285 -1.762  0.34
H 3.856 -5.176 -2.434  0.45
H 5.522 -3.663 -3.463  0.38
H 5.389 -1.241 -3.056  0.39
H 3.462 -0.350 -1.733  0.44
H -0.607 -5.642 -1.370  0.38
H -1.181 -6.923 -0.314  0.44
H 0.323 -7.136 -1.201  0.33

Output
Total energy in hartree: -6115.827748
Net charge: -2
LUMO (alpha / beta) in eV: 4.0 / 4.0
2S+1: 5
<S²>: 6.015
Kohn-Sham gap (alpha / beta) in hartree: 0.21912 / 0.22757
Energy relative to the best compared isomer or geometry (same formula, charge and spin) in kcal/mol: 0.0

A molecular structure, C5H14AuN3O2S. Source: OMol25; level of theory: ωB97M-V with the def2-TZVPD basis set.

Last column: natural (NBO) charge in e.
Atoms and positions in Å:
Au -0.384 0.994 0.774  1.33
N 0.884 -0.667 1.437  -0.75
C 2.283 -0.188 1.284  -0.26
C 2.407 0.440 -0.088  -0.25
N 1.403 1.548 -0.206  -0.82
H 0.663 -0.986 2.378  0.44
H 0.669 -1.414 0.777  0.43
H 2.978 -1.021 1.401  0.26
H 2.480 0.536 2.074  0.23
H 2.180 -0.287 -0.867  0.24
H 3.412 0.822 -0.257  0.26
H 1.224 1.744 -1.189  0.44
H 1.772 2.407 0.201  0.43
C -1.392 -1.046 -3.364  -0.73
C -1.586 -0.242 -2.122  0.69
C -2.909 0.376 -1.815  -0.74
O -0.631 -0.113 -1.341  -0.69
H -2.284 -1.086 -3.980  0.26
H -1.090 -2.058 -3.087  0.28
H -0.567 -0.618 -3.938  0.27
H -3.604 0.324 -2.647  0.27
H -2.766 1.420 -1.522  0.25
H -3.339 -0.169 -0.969  0.28
O -3.724 -0.772 1.267  -0.78
S -3.354 0.342 2.096  1.58
N -1.940 0.870 1.918  -0.89

Output
Total energy in hartree: -1046.818248
Net charge: +2
LUMO (alpha / beta) in eV: -11.1 / -10.8
Kohn-Sham gap (alpha / beta) in hartree: 0.23430 / 0.24617
Energy relative to the best compared isomer or geometry (same formula, charge and spin) in kcal/mol: 0.0